C30H57Cl18N4O4PSSi2 as an isolated structure. Source: the OMol25 dataset; level of theory: wB97M-V/def2-TZVPD.

```
117
Properties=species:S:1:pos:R:3:lowdin_charge:R:1
C 0.386 -2.745 1.539 -0.07
C -0.128 -2.372 0.179 -0.41
C -1.459 -2.946 -0.234 -0.02
N 0.514 -1.611 -0.631 0.05
Si 0.967 -0.042 -0.141 0.31
C 1.075 1.073 -1.652 -0.23
C 0.466 0.412 -2.916 -0.35
N 1.506 -0.260 -3.722 0.00
O 0.082 0.593 1.115 -0.23
Si -1.458 1.134 0.851 0.31
N -1.508 2.815 1.230 0.02
N -2.061 0.741 -0.776 0.14
C -2.712 1.670 -1.206 -0.40
O -3.359 2.590 -1.546 0.13
C -2.586 0.287 2.051 -0.27
C -2.147 -0.585 3.048 -0.11
C -3.070 -1.192 3.892 -0.10
C -4.427 -0.932 3.736 -0.13
C -4.880 -0.047 2.770 -0.16
C -3.955 0.542 1.913 -0.18
P 3.082 -0.217 0.684 0.16
O 3.910 -1.239 -0.232 -0.28
O 3.801 1.242 0.441 -0.28
S 3.149 -0.590 2.589 0.22
H -0.301 -3.452 2.008 0.06
H 1.354 -3.243 1.502 0.05
H 0.503 -1.889 2.207 0.04
H -1.510 -4.019 -0.038 0.05
H -1.567 -2.786 -1.308 0.08
H -2.278 -2.413 0.255 0.09
H 2.132 1.220 -1.891 0.07
H 0.570 2.035 -1.514 0.06
H -0.062 1.156 -3.520 0.10
H -0.294 -0.318 -2.632 0.07
H 1.331 -1.260 -3.730 -0.02
H 1.355 0.007 -4.689 0.06
H -0.992 3.419 0.602 0.04
H -2.441 3.176 1.399 0.00
H -1.086 -0.779 3.134 0.09
H -2.709 -1.879 4.647 0.11
H -5.130 -1.452 4.376 0.11
H -5.925 0.168 2.590 0.11
H -4.308 1.184 1.111 0.09
H 4.857 -1.180 -0.019 -0.03
H 3.137 1.939 0.459 0.05
Cl -2.928 -6.998 -1.646 0.54
C -2.215 -8.077 -0.419 -0.66
C -2.874 -7.920 0.927 -0.66
Cl -2.517 -6.338 1.663 0.54
H -1.150 -7.866 -0.366 0.07
H -2.349 -9.097 -0.776 0.07
H -2.499 -8.681 1.610 0.07
H -3.954 -8.022 0.857 0.07
Cl -6.191 7.415 0.737 0.54
C -5.071 6.314 -0.105 -0.67
C -5.368 4.864 0.163 -0.63
Cl -5.020 4.415 1.864 0.58
H -4.060 6.564 0.208 0.07
H -5.163 6.522 -1.170 0.05
H -4.731 4.250 -0.471 0.04
H -6.405 4.607 -0.042 0.07
Cl 7.259 -1.780 -0.458 0.58
C 7.902 -1.910 -2.114 -0.64
C 7.290 -0.891 -3.043 -0.65
Cl 5.560 -1.183 -3.355 0.57
H 7.726 -2.927 -2.455 0.07
H 8.977 -1.746 -2.057 0.07
H 7.802 -0.928 -4.004 0.07
H 7.380 0.115 -2.642 0.07
Cl 3.283 -5.754 5.649 0.54
C 3.976 -5.779 4.006 -0.67
C 3.144 -4.996 3.026 -0.65
Cl 1.566 -5.771 2.696 0.55
H 4.077 -6.818 3.702 0.07
H 4.969 -5.338 4.072 0.03
H 3.668 -4.928 2.073 0.08
H 2.951 -3.986 3.383 0.06
Cl 1.846 -3.753 -3.880 0.58
C 3.282 -4.512 -3.147 -0.65
C 4.088 -5.295 -4.149 -0.67
Cl 3.234 -6.756 -4.714 0.54
H 2.944 -5.141 -2.327 0.07
H 3.890 -3.707 -2.736 0.05
H 5.017 -5.628 -3.689 0.07
H 4.331 -4.691 -5.020 0.07
Cl -4.226 5.914 -4.375 0.57
C -4.213 4.129 -4.480 -0.65
C -3.885 3.660 -5.874 -0.67
Cl -5.179 4.043 -7.037 0.54
H -5.184 3.769 -4.149 0.07
H -3.460 3.762 -3.785 0.05
H -3.766 2.578 -5.876 0.07
H -2.964 4.110 -6.237 0.07
Cl -2.552 11.784 -5.144 0.54
C -1.967 10.210 -4.548 -0.67
C -3.088 9.224 -4.342 -0.70
Cl -4.143 9.685 -2.985 0.54
H -1.416 10.383 -3.627 0.07
H -1.275 9.825 -5.297 0.07
H -2.675 8.245 -4.106 0.03
H -3.706 9.129 -5.232 0.07
Cl -5.769 3.839 6.282 0.54
C -3.993 3.730 6.421 -0.66
C -3.333 3.505 5.085 -0.62
Cl -3.687 1.887 4.419 0.75
H -3.760 2.929 7.118 0.07
H -3.651 4.671 6.849 0.07
H -2.251 3.576 5.195 0.08
H -3.652 4.246 4.356 0.03
Cl 7.317 -3.791 3.179 0.55
C 7.881 -2.308 3.999 -0.65
C 6.791 -1.275 4.117 -0.64
Cl 6.334 -0.596 2.542 0.51
H 8.735 -1.925 3.446 0.07
H 8.217 -2.604 4.992 0.07
H 7.135 -0.446 4.733 0.08
H 5.894 -1.692 4.572 0.07
```

Computed properties:
multiplicity = 1
relative energy (zero: lowest compared OMol25 entry of this formula, charge and spin) = 0.000 eV
HOMO energy = -7.9 eV

C30H57N7O2SSeSiY as an isolated structure. Source: the OMol25 dataset; level of theory: wB97M-V/def2-TZVPD.

```
100
Properties=species:S:1:pos:R:3:lowdin_charge:R:1
Y -0.035 0.167 0.075 1.28
C -3.197 2.129 -0.042 -0.19
C -3.518 0.653 0.051 -0.19
N -2.635 -0.173 -0.786 -0.11
C -3.023 -0.227 -2.198 -0.25
C -2.675 0.999 -3.040 -0.42
S -1.027 1.726 -2.776 0.90
C -1.439 3.384 -2.177 -0.43
C -1.362 3.577 -0.659 -0.31
N -1.761 2.387 0.107 -0.12
H -3.791 2.679 0.698 0.14
H -3.506 2.517 -1.010 0.10
H -4.574 0.492 -0.207 0.13
H -3.387 0.326 1.084 0.10
H -2.712 -1.120 -0.438 0.07
H -4.107 -0.395 -2.297 0.13
H -2.540 -1.102 -2.618 0.08
H -3.413 1.789 -2.911 0.07
H -2.748 0.702 -4.088 0.08
H -2.415 3.656 -2.580 0.07
H -0.725 4.064 -2.642 0.08
H -1.994 4.436 -0.396 0.13
H -0.336 3.805 -0.382 0.02
H -1.547 2.592 1.082 0.08
C 2.932 -2.014 -0.760 -0.09
N 2.020 -1.727 0.352 -0.28
C 1.497 -2.995 0.867 -0.08
C 2.834 -1.068 1.397 -0.20
C 1.993 -0.705 2.580 -0.30
C 2.500 -0.853 3.865 -0.06
C 1.751 -0.453 4.960 -0.10
C 0.494 0.088 4.754 -0.10
C -0.001 0.196 3.457 -0.17
C 0.713 -0.187 2.315 -0.25
H 3.782 -2.616 -0.406 0.10
H 3.321 -1.084 -1.167 0.08
H 2.438 -2.568 -1.552 0.07
H 2.315 -3.671 1.154 0.10
H 0.896 -3.488 0.104 0.07
H 0.883 -2.807 1.745 0.08
H 3.246 -0.159 0.948 0.09
H 3.683 -1.712 1.675 0.13
H 3.489 -1.272 4.013 0.11
H 2.149 -0.559 5.960 0.10
H -0.100 0.417 5.597 0.10
H -1.008 0.602 3.354 0.08
C 2.597 5.206 1.424 -0.23
Si 1.840 3.568 1.944 0.15
C 2.907 2.772 3.252 -0.20
C 0.116 3.910 2.625 -0.20
Se 1.785 2.287 0.079 0.40
H 2.789 5.837 2.292 0.03
H 1.931 5.752 0.754 0.03
H 3.540 5.054 0.901 0.03
H 2.966 3.383 4.152 0.04
H 3.920 2.620 2.878 0.04
H 2.503 1.802 3.528 0.00
H 0.185 4.613 3.456 0.04
H -0.354 3.003 3.006 0.01
H -0.523 4.382 1.877 0.01
O -1.736 -3.109 0.583 0.11
C -1.909 -2.288 1.600 -0.47
O -1.642 -1.104 1.535 -0.05
C -2.439 -2.953 2.861 -0.22
N -2.783 -4.345 2.529 -0.02
C -4.257 -4.498 2.601 -0.17
C -4.791 -3.069 2.583 -0.15
C -3.728 -2.295 3.357 -0.11
H -1.621 -2.890 3.584 0.17
H -2.305 -5.001 3.130 0.13
H -2.064 -3.984 0.957 0.12
H -4.541 -5.003 3.526 0.12
H -4.617 -5.095 1.764 0.12
H -5.783 -2.994 3.022 0.12
H -4.861 -2.701 1.555 0.11
H -3.831 -2.470 4.428 0.13
H -3.737 -1.220 3.190 0.11
C 3.561 0.260 -4.608 -0.15
C 2.866 1.315 -3.775 -0.17
N 2.088 0.641 -2.758 0.04
C 1.352 -0.463 -2.985 -0.44
N 0.521 -0.882 -2.048 -0.08
C -0.139 -2.153 -2.307 -0.23
C -0.543 -2.284 -3.771 -0.15
C 0.711 -2.207 -4.607 -0.15
N 1.562 -1.114 -4.163 -0.02
C 2.502 -0.655 -5.183 -0.15
H 4.245 -0.307 -3.973 0.12
H 4.141 0.704 -5.416 0.12
H 2.226 1.947 -4.403 0.12
H 3.580 1.963 -3.267 0.13
H 1.987 1.119 -1.870 -0.07
H -1.000 -2.249 -1.644 0.08
H 0.508 -3.005 -2.054 0.10
H -1.206 -1.465 -4.051 0.10
H -1.063 -3.222 -3.968 0.13
H 0.468 -2.036 -5.660 0.13
H 1.274 -3.146 -4.554 0.13
H 1.940 -0.140 -5.972 0.13
H 2.952 -1.543 -5.634 0.13
```

Computed properties:
net charge = +1
multiplicity = 1
relative energy (zero: lowest compared OMol25 entry of this formula, charge and spin) = 0.451 eV
HOMO energy = -9.7 eV

C30H58N2O3P2Zr as an isolated structure. Source: the OMol25 dataset; level of theory: wB97M-V/def2-TZVPD.

```
96
Properties=species:S:1:pos:R:3:lowdin_charge:R:1
Zr -0.141 0.047 -1.011 1.31
C -1.487 -0.117 -2.632 -0.10
O -2.289 -0.219 -3.494 0.24
C 1.947 0.303 -0.750 -0.10
O 3.110 0.440 -0.590 0.24
P 0.735 -2.239 -2.083 1.02
C 1.468 -2.151 -3.783 -0.52
H 1.777 -3.182 -4.014 0.10
C 2.119 -3.002 -1.095 -0.51
H 2.848 -2.175 -1.050 0.08
C -0.598 -3.523 -2.306 -0.51
H -1.330 -2.968 -2.920 0.09
C -2.264 3.274 -0.609 -0.52
P -0.566 2.643 -0.936 1.01
H 0.242 4.201 -2.572 0.13
H -2.850 2.858 -1.446 0.11
C 0.527 3.778 0.043 -0.49
H 0.084 4.775 -0.110 0.12
C 1.696 -3.335 0.338 -0.08
H 2.596 -3.592 0.917 0.11
H 1.022 -4.201 0.374 0.08
H 1.211 -2.492 0.847 0.05
C 2.809 -4.206 -1.748 -0.05
H 2.167 -5.096 -1.753 0.08
H 3.698 -4.453 -1.148 0.12
H 3.154 -4.005 -2.768 0.09
C -0.176 -4.774 -3.088 -0.05
H 0.394 -4.550 -3.996 0.08
H -1.088 -5.300 -3.408 0.12
H 0.398 -5.477 -2.471 0.09
C -1.289 -3.915 -0.998 -0.09
H -2.225 -4.439 -1.242 0.12
H -1.557 -3.050 -0.378 0.04
H -0.679 -4.603 -0.400 0.08
C 0.427 -1.719 -4.821 -0.10
H -0.422 -2.411 -4.886 0.09
H 0.906 -1.681 -5.810 0.11
H 0.023 -0.722 -4.607 0.03
C 2.714 -1.261 -3.826 -0.08
H 2.487 -0.213 -3.595 0.06
H 3.127 -1.296 -4.845 0.12
H 3.496 -1.605 -3.138 0.08
C -2.322 4.807 -0.679 -0.06
H -1.875 5.207 -1.596 0.09
H -1.827 5.270 0.185 0.10
H -3.373 5.125 -0.660 0.12
C -2.872 2.732 0.688 -0.08
H -2.263 2.955 1.572 0.07
C 0.922 2.230 -3.199 -0.11
H -3.020 1.647 0.652 0.05
H -3.857 3.196 0.839 0.12
C -1.391 3.221 -3.591 -0.07
H 0.663 1.150 -3.026 0.00
H 0.998 2.340 -4.287 0.06
H 1.915 2.428 -2.776 0.09
C -0.164 3.181 -2.670 -0.50
H -1.042 3.376 -4.620 0.11
H -2.063 4.050 -3.339 0.09
H -1.953 2.278 -3.568 0.06
C 1.969 3.809 -0.469 -0.07
H 2.433 2.816 -0.438 0.05
H 2.548 4.484 0.176 0.12
H 2.031 4.200 -1.489 0.08
C 0.479 3.448 1.536 -0.09
H 0.881 2.452 1.762 0.06
H -0.529 3.492 1.961 0.06
H 1.093 4.178 2.086 0.12
H 0.757 1.501 -5.977 0.05
H 1.042 0.846 -6.207 0.08
C 1.791 1.102 6.612 -0.05
C 0.322 0.789 6.718 -0.18
N -0.244 0.004 5.605 -0.03
C -0.187 -1.467 5.772 -0.18
C -1.523 -2.126 6.076 -0.06
C -0.285 0.604 4.372 -0.39
O 0.169 1.738 4.186 0.09
C -0.986 -0.138 3.262 -0.06
C -2.327 -0.514 3.382 0.09
C -2.994 -0.966 2.248 0.04
C -2.343 -0.963 1.016 -0.11
N -1.036 -0.589 0.916 -0.14
C -0.335 -0.238 2.036 -0.04
H 2.389 0.189 6.578 0.09
H 2.088 1.678 7.489 0.10
H 1.985 1.710 5.728 0.07
H 0.119 0.189 7.609 0.14
H -0.249 1.721 6.755 0.14
H 0.253 -1.920 4.869 0.12
H 0.504 -1.625 6.612 0.13
H -1.972 -2.528 5.162 0.06
H -1.352 -2.960 6.765 0.10
H -2.216 -1.415 6.543 0.10
H -2.831 -0.431 4.344 0.15
H -4.029 -1.301 2.290 0.15
H -2.847 -1.262 0.088 0.13
H 0.735 -0.053 1.911 0.13
```

Computed properties:
net charge = +4
multiplicity = 1
HOMO energy (spin up / spin down) = -18.5 / -18.5 eV

Which value of multiplicity does entry 3 give? 1